Record 1
Entry from the OMol25 dataset: a molecular structure, C6H10N2O (ωB97M-V with the def2-TZVPD basis set).

Geometry as XYZ:
```
19
Properties=species:S:1:pos:R:3
C -1.297 0.333 -1.377
C 0.633 0.589 0.349
C -1.079 0.112 0.070
N 1.052 -2.113 -0.212
C 0.524 -1.040 -0.881
C 1.090 1.804 -0.031
C -1.852 -0.022 1.196
O 1.109 0.010 1.510
N -0.876 -0.999 -0.948
H 1.526 0.686 2.058
H 0.521 -2.379 0.610
H 2.036 -2.026 -0.002
H -2.333 0.381 -1.683
H -0.610 0.930 -1.970
H 1.105 -0.711 -1.739
H 0.717 2.301 -0.913
H 1.838 2.336 0.549
H -1.938 0.809 1.883
H -2.164 -1.001 1.531
```

Values from the calculation:
Calculated total energy, Ha: -419.15903
Energy relative to the best compared isomer or geometry (same formula, charge and spin), kJ/mol: 597.21

Here are the Mulliken charges for atoms 1 to 2, given in e: -0.3370 0.6389

=====

Record 2
Entry from the OMol25 dataset: a molecular structure, C9H20BrN at a distorted geometry (ωB97M-V with the def2-TZVPD basis set).

Geometry as XYZ:
```
31
Properties=species:S:1:pos:R:3
C -2.407 0.429 -2.285
C -2.856 0.447 -0.813
C -1.838 -0.274 0.103
C -0.503 0.504 0.360
N 0.619 -0.335 1.018
C 1.230 -1.435 0.053
C 2.250 -0.709 -0.834
C 2.580 0.610 -0.060
C 1.806 0.586 1.214
C 0.049 -0.868 2.340
H -3.132 0.732 -3.041
H -1.823 -0.446 -2.572
H -1.774 1.314 -2.348
H -3.829 -0.032 -0.921
H -2.976 1.476 -0.476
H -1.796 -1.341 -0.112
H -2.322 -0.333 1.078
H -0.716 1.238 1.137
H -0.068 1.017 -0.498
H 1.734 -2.052 0.796
H 0.420 -2.047 -0.344
H 3.079 -1.307 -1.213
H 1.772 -0.483 -1.787
H 3.637 0.776 0.148
H 2.257 1.427 -0.705
H 2.543 0.159 1.893
H 1.478 1.601 1.438
H -0.616 -1.683 2.055
H -0.192 -0.052 3.021
H 0.915 -1.342 2.802
Br 0.477 2.425 -1.445
```

Values from the calculation:
Calculated total energy, Ha: -2983.58806
Energy relative to the best compared isomer or geometry (same formula, charge and spin), kJ/mol: 212.84

Here are the Mulliken charges for atoms 1 to 2, given in e: -0.9507 -0.6657